74
Properties=species:S:1:pos:R:3 method="wB97M-V/def2-TZVPD" charge=+1 e_homo_ev="-10.4 / -10.4" energy_ha=-2856.2580 spin_multiplicity=4 e_lumo_ha="-0.1865 / -0.1184" e_above_lowest_kj_mol=0.0 max_force_ev_per_a=6.74
Cr -1.5758 -0.2411 -0.3599
C -1.0814 2.2970 -0.4467
C -0.8765 1.4374 -1.5996
C -3.1432 1.4193 -0.9728
C -2.4719 2.3645 -0.1449
C -2.2091 0.9170 -1.9781
C -0.0787 3.2615 0.0687
H 0.9396 2.8608 0.0362
H -0.2669 3.5046 1.1168
H -0.0848 4.2234 -0.4759
C -3.1401 3.2783 0.8196
H -2.4184 3.9014 1.3596
H -3.7085 2.6956 1.5616
H -3.8381 3.9702 0.3293
C -4.6204 1.2775 -1.0693
H -5.0876 2.1713 -1.5183
H -5.0609 1.0972 -0.0746
H -4.8487 0.4106 -1.6974
C -2.5833 0.4177 -3.3286
H -2.7404 1.3066 -3.9599
H -3.5074 -0.1728 -3.3278
H -1.8026 -0.1919 -3.7993
C 0.2465 1.5667 -2.5830
H -0.1979 1.6005 -3.5912
H 0.9690 0.7266 -2.5615
H 0.7852 2.5178 -2.4075
C 2.7930 1.9078 1.7019
C 3.7880 2.6513 1.2002
C 4.4947 2.2965 -0.0713
C 5.2427 0.9478 -0.0609
C 4.6754 -0.0994 -0.9773
C 3.3780 -0.4924 -1.0034
C 2.2996 0.0552 -0.1449
C 2.5265 0.4595 1.3297
H 5.2197 3.0638 -0.3527
H 5.2681 0.5251 0.9444
H 3.7929 2.2751 -0.9033
H 3.3256 -0.1825 1.7343
H 2.0144 2.3269 2.3456
H 4.3046 3.4225 1.8084
H 1.5808 0.1907 1.8539
H 1.7220 0.8327 -0.6822
H 3.0124 -1.1841 -1.7818
H 1.5686 -0.7876 -0.0170
H 6.2793 1.1562 -0.3536
H 5.3500 -0.5268 -1.7424
P 1.2521 -2.4359 1.2256
C 1.5815 -3.0123 2.9470
C 2.3820 -3.5336 0.2824
P -1.2797 -2.3097 -0.5710
C -0.4138 -3.0200 0.8209
C -0.2785 -2.7157 -2.0730
C -2.6857 -3.4344 -0.7961
H 0.6429 -3.2643 3.4637
H 2.0622 -2.1748 3.4788
H 2.2683 -3.8745 2.9319
H 2.4679 -4.5055 0.7880
H 3.3717 -3.0574 0.2644
H 2.0562 -3.6982 -0.7521
H -2.3461 -4.4716 -0.6288
H -3.0998 -3.2743 -1.8103
H -3.4693 -3.1643 -0.0807
H -0.9636 -2.6137 1.7081
H -0.4606 -4.1227 0.8209
H -0.9035 -2.5741 -2.9816
H 0.1340 -3.7422 -1.9781
H 0.5313 -1.9636 -2.1506
C -3.8297 0.2180 3.3580
O -3.4022 0.2336 1.9866
C -2.2668 -0.4796 1.7644
O -1.7601 -1.0908 2.7101
H -4.2567 -0.7700 3.5401
H -4.5915 0.9885 3.4909
H -2.9766 0.4072 4.0173

16
Properties=species:S:1:pos:R:3 method="wB97M-V/def2-TZVPD" e_homo_ev=-9.6 energy_ha=-234.5188 e_lumo_ha=0.0398 e_above_lowest_kj_mol=219.8 max_force_ev_per_a=1.30
C 2.4406 0.4073 -0.0748
C 1.4984 0.7870 0.5653
C 0.2207 1.0762 1.1304
C -0.7868 0.0823 0.1848
C -0.6727 0.1719 -1.3588
C -0.6951 -1.4219 0.5535
H 3.4246 0.2689 -0.4099
H 0.0942 2.1854 1.0561
H 0.3231 0.8780 2.2295
H -1.7850 0.4429 0.4358
H -1.5748 -0.3788 -1.6908
H 0.2596 -0.2760 -1.7566
H -0.7384 1.1982 -1.7375
H -0.5343 -1.4839 1.6225
H -1.6125 -1.9902 0.3222
H 0.1334 -1.9653 0.0759

43
Properties=species:S:1:pos:R:3 method="wB97M-V/def2-TZVPD" charge=+2 e_homo_ev="-14.6 / -14.6" energy_ha=-3452.0279 spin_multiplicity=3 e_lumo_ha="-0.2447 / -0.3498" max_force_ev_per_a=5.14
Ag 2.3227 -0.7384 0.3454
Br -0.3458 -1.2297 0.0812
C -0.6523 -5.0695 2.2170
C -2.0108 -5.1362 1.6215
C -2.9572 -6.1498 2.2508
O -2.4301 -7.4306 2.0059
C -3.3069 -8.5439 2.2880
N -2.4512 -3.8379 1.6355
H -0.3111 -6.1041 2.2539
H -0.8035 -4.7597 3.2510
H 0.1414 -4.3933 1.8994
H -1.7838 -5.5404 0.6350
H -3.9613 -6.0413 1.8408
H -3.0645 -5.9180 3.3105
H -3.6070 -8.3571 3.3191
H -2.8503 -9.5255 2.1614
H -4.2077 -8.5076 1.6754
H -2.2446 -3.4232 2.5330
H -1.9384 -3.2183 1.0245
C 5.1412 3.4167 -2.7153
O 3.7783 3.8098 -2.2775
C 3.3278 5.0287 -2.8751
C 1.8030 5.1287 -2.6568
N 1.5157 5.2327 -1.2269
C 0.0449 5.4021 -1.0904
C -0.4340 4.9609 0.3031
O -0.2082 3.5683 0.5952
C -0.9850 2.6676 -0.1110
H 5.0981 3.1524 -3.7719
H 5.4509 2.5335 -2.1565
H 5.7577 4.2764 -2.4528
H 3.4514 4.9998 -3.9577
H 3.8751 5.9231 -2.5774
H 1.3499 4.2093 -3.0275
H 1.3868 5.9103 -3.2923
H 1.8776 4.5080 -0.6235
H -0.5398 4.8957 -1.8584
H -0.2952 6.4259 -1.2457
H -1.5069 5.1519 0.3233
H 0.0227 5.5215 1.1187
H -1.9751 2.6952 0.3439
H -0.4994 1.7099 0.0766
H -0.9752 2.7962 -1.1934

50
Properties=species:S:1:pos:R:3 method="wB97M-V/def2-TZVPD" charge=+1 e_homo_ev="-9.1 / -10.0" energy_ha=-2237.1301 spin_multiplicity=9 e_lumo_ha="-0.0917 / -0.2076" e_above_lowest_kj_mol=218.8 max_force_ev_per_a=3.25
Eu -0.0831 0.0438 0.1834
P -2.3339 -1.3541 0.9307
P -0.3214 2.7912 0.3144
N 0.5370 -2.0425 -0.8548
N 1.8631 0.6016 -1.0250
H 2.4508 -2.7865 -1.5178
H 3.5857 -0.5908 -1.5816
H 2.4775 -2.0043 0.0458
C 2.0145 -1.9435 -0.9569
H 2.2336 -0.7146 -2.6939
C 2.4852 -0.6153 -1.6239
H 0.1539 -4.0103 -0.2742
H 2.9677 2.3018 -1.5753
C -0.2088 -2.9721 -0.2717
C 2.0705 1.8978 -1.0743
C -1.4813 -2.7923 0.3902
C 1.2239 2.9337 -0.5097
H -1.9477 -3.7518 0.6413
H 1.6528 3.9353 -0.6291
H -1.5708 3.2495 -0.2917
H -0.2910 3.0552 1.7479
H -3.4094 -0.8933 0.0743
H -2.5550 -1.1547 2.3568
H 0.3654 0.9792 -3.0174
C -0.6607 0.6364 -3.1814
C -1.5977 1.8156 -3.1992
C -0.7247 -0.2724 -4.3758
O -1.0261 -0.1489 -2.0029
H -1.4243 2.4238 -4.0960
H -2.6406 1.4711 -3.2081
H -1.4484 2.4631 -2.3281
H -0.0221 -1.1045 -4.2742
H -1.7395 -0.6742 -4.4800
H -0.4687 0.2573 -5.2962
H -0.5622 -1.0382 -1.9930
C 3.8807 -0.6300 4.4553
C 2.5763 -0.2695 3.8852
C 1.4160 0.2074 4.5131
C 0.4560 0.3936 3.4817
N 1.0196 0.0233 2.2935
N 2.3116 -0.3598 2.5848
C -0.9039 0.9059 3.6016
H 4.3083 0.2490 4.9725
H 3.7424 -1.4295 5.2067
H 4.6019 -0.9788 3.6989
H 1.2588 0.4113 5.5565
H 2.9360 -0.6366 1.8315
H -1.5086 0.2506 4.2491
H -0.8958 1.9057 4.0660
H -1.4592 1.0022 2.6456